C25H48BIrNP2 as an isolated structure at a distorted geometry. Source: the OMol25 dataset; level of theory: the ωB97M-V functional and the def2-TZVPD basis.

Each line ends with the Löwdin charge.
Element x y z (Å)
Ir  -0.001  0.001  0.604  1.146
C  -1.635  1.591  0.699  -0.277
C  -2.000  0.625  -0.332  -0.246
C  -1.886  -0.608  1.662  -0.291
C  -1.636  0.833  1.947  -0.285
C  -2.150  -0.734  0.236  -0.251
C  -1.729  3.124  0.578  0.005
H  -1.398  3.468  -0.401  0.086
H  -1.124  3.632  1.323  0.066
H  -2.760  3.452  0.713  0.111
C  -1.637  1.435  3.364  0.056
H  -1.448  2.506  3.362  0.116
H  -0.911  0.961  4.020  -0.026
H  -2.615  1.292  3.822  0.145
C  -2.146  -1.684  2.731  0.028
H  -3.210  -1.755  2.953  0.116
H  -1.629  -1.455  3.662  0.068
H  -1.806  -2.663  2.404  0.075
C  -3.083  -1.878  -0.243  0.004
H  -4.111  -1.614  0.003  0.110
H  -2.881  -2.807  0.289  0.070
H  -3.086  -2.115  -1.301  0.082
C  -2.872  1.166  -1.488  0.015
H  -3.796  1.558  -1.064  0.110
H  -3.204  0.409  -2.195  0.080
H  -2.420  2.004  -2.011  0.080
C  1.540  0.396  -2.815  -0.130
C  0.522  1.265  -2.967  -0.126
C  -0.057  1.630  -4.318  -0.161
C  -0.918  0.481  -4.867  -0.146
C  -0.961  -0.747  -3.940  -0.113
C  0.059  -1.587  -3.863  -0.113
C  1.377  -1.378  -4.610  -0.153
C  2.244  -0.278  -3.982  -0.163
H  0.750  1.860  -5.014  0.115
H  -0.513  0.179  -5.832  0.110
H  -0.624  2.558  -4.235  0.108
H  2.510  0.467  -4.731  0.115
H  1.952  0.037  -1.901  0.047
H  0.001  1.767  -2.195  0.057
H  3.198  -0.679  -3.641  0.106
H  1.912  -2.319  -4.720  0.110
H  -0.069  -2.579  -3.504  0.088
H  1.167  -1.112  -5.645  0.111
H  -1.914  0.808  -5.152  0.109
H  -1.913  -1.077  -3.622  0.077
P  1.624  1.656  1.161  0.817
C  1.384  2.592  2.798  -0.208
H  2.256  3.206  3.020  0.067
H  1.245  1.927  3.647  0.023
H  0.534  3.265  2.737  0.035
C  3.448  1.233  1.451  -0.212
H  3.990  2.084  1.864  0.062
H  3.932  0.954  0.516  0.045
H  3.539  0.400  2.148  0.045
C  1.958  3.280  0.223  -0.217
H  2.456  3.088  -0.727  0.046
H  2.612  3.936  0.796  0.057
H  1.030  3.817  0.031  0.030
P  0.911  -2.132  0.345  0.810
C  -0.200  -3.654  -0.017  -0.226
H  0.397  -4.478  -0.407  0.067
H  -0.993  -3.448  -0.728  0.015
H  -0.721  -4.007  0.872  0.041
C  2.635  -2.612  -0.313  -0.224
H  2.614  -2.815  -1.373  0.036
H  3.037  -3.525  0.124  0.057
H  3.352  -1.817  -0.111  0.039
C  1.381  -3.171  1.903  -0.259
H  1.603  -4.213  1.670  0.061
H  0.571  -3.179  2.633  0.033
H  2.276  -2.775  2.385  0.049
B  -0.001  0.001  5.465  -0.288
C  -0.001  0.001  3.865  -0.093
N  -0.001  0.001  2.604  -0.133
H  0.778  -0.818  5.842  0.053
H  -1.077  -0.289  5.894  0.066
H  0.342  1.062  5.893  0.065

Summary:
total charge = +2
Kohn-Sham gap (alpha / beta) = 6.44 / 3.68 eV
LUMO level (alpha / beta) = -6.3 / -10.1 eV
spin multiplicity = 6

***

C25H48BNP2W as an isolated structure at a distorted geometry. Source: the OMol25 dataset; level of theory: the ωB97M-V functional and the def2-TZVPD basis.

Each line ends with the Löwdin charge.
Element x y z (Å)
W  0.091  0.428  0.667  1.413
C  -1.006  -0.635  2.104  -0.377
C  -0.148  -1.635  1.482  -0.283
C  1.261  -0.003  2.375  -0.323
C  -0.126  0.271  2.785  -0.306
C  1.224  -1.243  1.590  -0.286
C  -2.453  -0.834  2.494  -0.008
H  -3.022  -1.386  1.740  0.087
H  -3.000  0.094  2.679  0.071
H  -2.529  -1.417  3.415  0.115
C  -0.536  1.287  3.797  0.009
H  -1.640  1.438  3.885  0.105
H  -0.203  2.363  3.620  0.050
H  -0.029  1.075  4.770  0.139
C  2.488  0.720  2.823  0.010
H  2.864  0.231  3.710  0.115
H  2.306  1.760  3.113  0.080
H  3.306  0.755  2.098  0.082
C  2.475  -2.092  1.574  0.003
H  2.528  -2.588  2.546  0.119
H  3.393  -1.502  1.496  0.079
H  2.502  -2.857  0.813  0.083
C  -0.637  -3.063  1.483  0.025
H  -0.740  -3.354  2.533  0.122
H  0.070  -3.739  1.015  0.080
H  -1.610  -3.179  1.026  0.080
C  -1.219  -1.149  -2.760  -0.136
C  -1.822  -1.953  -1.881  -0.131
C  -2.194  -3.400  -2.221  -0.150
C  -0.941  -4.357  -2.272  -0.138
C  0.426  -3.668  -2.013  -0.113
C  0.988  -2.889  -2.936  -0.114
C  0.307  -2.582  -4.288  -0.145
C  -0.895  -1.571  -4.194  -0.154
H  -2.702  -3.438  -3.201  0.117
H  -0.912  -4.784  -3.281  0.105
H  -2.900  -3.770  -1.475  0.102
H  -1.778  -2.038  -4.658  0.117
H  -0.832  -0.142  -2.521  0.068
H  -2.043  -1.699  -0.833  0.074
H  -0.646  -0.679  -4.769  0.100
H  1.067  -2.201  -4.976  0.106
H  2.012  -2.556  -2.850  0.089
H  -0.079  -3.519  -4.705  0.108
H  -1.076  -5.190  -1.571  0.108
H  0.950  -3.972  -1.126  0.076
P  -2.003  1.950  0.030  0.766
C  -2.445  2.891  1.528  -0.211
H  -3.208  3.577  1.179  0.067
H  -1.628  3.464  1.957  0.037
H  -2.875  2.242  2.282  0.040
C  -1.823  3.262  -1.205  -0.223
H  -2.710  3.877  -1.087  0.063
H  -1.802  2.854  -2.214  0.052
H  -0.937  3.876  -1.043  0.057
C  -3.616  1.251  -0.342  -0.229
H  -3.647  0.853  -1.352  0.056
H  -4.301  2.088  -0.254  0.064
H  -3.899  0.479  0.368  0.042
P  2.059  1.043  -1.089  0.781
C  3.538  0.000  -0.869  -0.243
H  4.116  0.156  -1.775  0.066
H  3.371  -1.067  -0.703  0.031
H  4.113  0.392  -0.031  0.049
C  1.807  1.561  -2.824  -0.229
H  1.817  0.723  -3.512  0.046
H  2.640  2.226  -3.050  0.059
H  0.886  2.142  -2.952  0.050
C  2.975  2.541  -0.626  -0.263
H  3.860  2.496  -1.247  0.061
H  3.258  2.519  0.426  0.045
H  2.396  3.432  -0.865  0.064
B  1.032  4.336  3.008  -0.338
C  0.605  3.042  2.296  -0.219
N  0.437  2.323  1.317  -0.103
H  0.693  4.455  4.199  0.062
H  0.500  5.251  2.384  0.063
H  2.253  4.430  2.960  0.060

Summary:
total charge = +2
Kohn-Sham gap (alpha / beta) = 5.79 / 5.84 eV
LUMO level (alpha / beta) = -8.5 / -8.5 eV
spin multiplicity = 3

***

C25H48BrCaF3N3NaO8RbS3 as an isolated structure at a distorted geometry. Source: the OMol25 dataset; level of theory: the ωB97M-V functional and the def2-TZVPD basis.

Each line ends with the Löwdin charge.
Element x y z (Å)
C  -9.416  2.692  -3.022  -0.101
C  -8.284  3.197  -3.937  -0.260
C  -6.945  3.329  -3.220  -0.219
C  -6.957  4.364  -2.078  -0.171
C  -7.255  3.747  -0.684  -0.179
C  -6.104  3.865  0.310  -0.151
C  -5.937  2.627  1.197  -0.251
C  -4.805  1.690  0.643  -0.282
C  -4.400  0.380  1.410  -0.130
C  -4.753  -0.754  0.441  -0.117
C  -3.570  -1.518  -0.082  -0.177
C  -3.618  -2.866  -0.400  0.008
C  -2.448  -3.470  -0.839  -0.138
N  -1.275  -2.876  -1.023  0.066
C  -1.232  -1.568  -0.719  -0.130
C  -2.343  -0.899  -0.258  -0.016
C  -5.325  0.008  -0.805  -0.411
O  -5.742  -0.547  -1.771  0.167
O  -5.233  1.348  -0.675  0.073
H  -9.031  1.925  -2.346  0.064
H  -10.242  2.302  -3.611  0.068
H  -9.763  3.507  -2.385  0.070
H  -8.568  4.183  -4.319  0.105
H  -8.216  2.531  -4.800  0.101
H  -6.661  2.345  -2.834  0.096
H  -6.176  3.597  -3.950  0.106
H  -5.977  4.840  -2.035  0.103
H  -7.698  5.128  -2.316  0.111
H  -7.493  2.690  -0.842  0.092
H  -8.170  4.205  -0.297  0.126
H  -6.381  4.760  1.070  0.053
H  -5.167  4.121  -0.188  0.126
H  -5.656  3.008  2.187  -0.063
H  -6.930  2.150  1.244  0.138
H  -3.932  2.341  0.561  0.157
H  -5.048  0.402  2.287  -0.014
H  -3.345  0.537  1.608  0.116
H  -5.562  -1.355  0.847  0.162
H  -4.528  -3.438  -0.285  0.123
H  -2.485  -4.535  -1.055  0.109
H  -0.295  -1.038  -0.841  0.105
H  -2.242  0.160  -0.039  0.118
Rb  -5.302  1.941  3.729  1.219
C  0.240  -0.530  -4.192  -0.256
S  1.559  -1.726  -3.984  0.769
O  2.692  -1.301  -4.855  -0.547
C  0.728  -3.084  -4.809  -0.256
H  0.577  0.417  -3.777  0.056
H  0.023  -0.413  -5.254  0.064
H  -0.645  -0.874  -3.656  0.044
H  0.483  -2.791  -5.829  0.063
H  -0.175  -3.340  -4.253  0.051
H  1.404  -3.936  -4.821  0.052
F  -6.545  5.609  2.055  -0.348
C  4.393  -2.809  -1.025  -0.218
O  4.851  -2.419  -2.253  -0.075
H  5.212  -3.234  -0.446  0.076
H  3.988  -1.825  -0.379  -0.212
H  3.551  -3.507  -1.083  0.109
H  4.119  -2.022  -2.748  0.059
C  8.358  -2.469  -1.267  -0.061
C  8.194  -3.305  -0.006  -0.246
N  9.399  -4.055  0.331  -0.186
C  9.208  -5.084  1.353  -0.221
C  8.807  -4.626  2.756  -0.068
C  10.578  -3.246  0.462  -0.292
C  10.587  -2.097  1.477  -0.143
H  8.675  -3.093  -2.110  0.086
H  7.409  -2.008  -1.540  0.078
H  9.078  -1.655  -1.135  0.066
H  7.388  -4.021  -0.170  0.118
H  7.868  -2.653  0.816  0.115
H  10.119  -5.684  1.415  0.119
H  8.443  -5.766  0.977  0.121
H  9.639  -4.177  3.298  0.062
H  8.482  -5.489  3.337  0.084
H  7.979  -3.917  2.740  0.075
H  10.771  -2.806  -0.515  -0.002
H  11.435  -3.901  0.663  0.137
H  9.667  -1.508  1.452  0.077
H  11.414  -1.431  1.220  -0.177
H  10.752  -2.444  2.496  0.076
Na  11.610  -3.158  -1.851  0.665
N  -2.246  6.038  7.656  -0.308
S  -2.268  4.884  8.752  0.483
O  -0.986  4.391  9.137  -0.290
O  -3.335  3.942  8.610  -0.306
F  -2.716  5.794  9.966  -0.183
S  -1.781  5.637  6.214  0.462
O  -1.557  6.781  5.397  -0.286
O  -2.492  4.532  5.641  -0.335
F  -0.314  5.042  6.424  -0.201
Ca  12.197  0.430  1.611  0.814
Br  3.693  -0.151  -0.176  0.267

Summary:
total charge = +1
Kohn-Sham gap = 1.07 eV
LUMO level = -7.5 eV

***

Question: Which formula does entry 3 have?
Answer: C25H48BrCaF3N3NaO8RbS3